# 1
Here is a structure of composition C7H15N2 at a distorted geometry from OMol25. Energies are from the ωB97M-V functional and the def2-TZVPD basis.

```
24
Properties=species:S:1:pos:R:3:forces:R:3:nbo_charge:R:1
N 2.8773 -0.6497 0.2038 -1.34 1.54 -0.06 -0.45
N 1.2771 0.9865 -0.3236 -0.92 0.38 0.63 -0.66
C -1.1029 0.1033 1.5098 -1.85 -2.66 -0.94 -0.69
C 1.8211 -1.2606 -0.1803 -2.38 -0.01 0.72 0.26
C -2.1021 -1.2245 -0.5485 -0.88 0.09 1.61 -0.68
C -1.6956 1.1778 -0.7438 1.49 1.08 -0.41 -0.68
C -1.2537 -0.0505 -0.0172 1.26 -1.50 -1.04 0.25
C 2.6534 0.8423 0.1578 -1.01 1.65 1.66 -0.05
C 0.6879 -0.3297 -0.5208 -0.65 0.48 -0.90 -0.18
H -0.8397 1.9836 -0.6164 -2.67 -0.88 -0.41 0.20
H -0.8933 1.1367 1.6818 0.72 0.28 0.97 0.23
H -3.2367 -0.8791 -0.6986 2.54 -0.78 0.45 0.25
H 0.5981 -0.5738 -1.5937 -0.54 0.11 -0.15 0.22
H -2.0630 -0.2175 2.0343 0.74 0.95 -0.81 0.25
H 3.6433 -1.1603 0.5820 1.01 0.06 0.12 0.45
H -1.9230 1.0063 -1.8431 0.52 0.22 1.36 0.25
H -0.4655 -0.7595 1.8091 0.28 1.41 0.34 0.23
H 3.3119 1.3362 -0.5190 0.96 -0.24 -0.64 0.21
H -2.0207 -1.9296 0.3134 -0.64 -0.25 -1.11 0.22
H 2.7542 1.4046 1.1385 0.25 -1.26 -0.71 0.22
H -1.7402 -1.6759 -1.4847 -0.12 0.30 0.40 0.24
H -2.6747 1.3519 -0.2299 0.85 0.79 -0.39 0.26
H 1.7800 -2.3527 -0.2092 0.04 0.36 -0.14 0.25
H 0.6068 1.7343 0.0985 2.35 -2.10 -0.53 0.41
```
Positions in Å, forces in eV/Å.

The calculation puts the orbital gap at 0.2966 Eh. Its charge is +1.

# 2
Here is a cluster of 3 separate species, C7H15N2O in total at a distorted geometry from OMol25. Energies are from the ωB97M-V functional and the def2-TZVPD basis.

```
25
Properties=species:S:1:pos:R:3:forces:R:3:nbo_charge:R:1
O 0.1842 -1.7438 -0.5931 -0.61 2.02 0.61 -0.68
N 2.3750 -1.5264 -0.2506 -1.25 2.18 1.16 -0.76
N 0.7027 0.1453 0.5115 2.61 1.75 0.00 -0.38
C -1.3688 0.6910 -0.9033 -1.63 1.56 3.16 -0.47
C -2.5148 -0.3743 -0.7398 2.81 0.36 -0.05 -0.20
C 1.5748 1.1721 1.1256 -0.09 -3.07 2.60 -0.39
C -1.5197 -0.2425 1.4020 -1.25 0.02 0.67 -0.49
C 1.1569 -0.9445 -0.0770 -2.53 -2.22 -1.19 0.81
C -2.4467 -0.9307 0.4922 -2.08 -0.85 -2.35 -0.18
C -0.6693 0.6801 0.5723 -0.99 -4.66 -3.81 -0.01
H 2.2821 1.4504 -3.2155 0.37 -0.37 2.93 0.05
H -0.7667 -1.2712 -0.5041 2.04 -1.66 -0.37 0.54
H -2.1992 0.2909 2.0349 -0.08 0.79 0.82 0.26
H 2.0014 1.8737 0.5161 0.96 1.51 -2.22 0.22
H 0.8349 1.7058 1.7498 1.66 -0.30 0.61 0.22
H 2.3918 1.3478 -2.3715 -0.38 0.36 -2.91 -0.05
H -0.5995 1.6012 0.9816 0.02 2.71 0.76 0.22
H -0.7294 0.5213 -1.7308 0.77 -0.15 -0.69 0.23
H -2.9182 -0.7892 -1.6628 -0.68 0.20 0.56 0.25
H -1.6771 1.7729 -0.8940 -0.39 -1.13 -0.82 0.25
H -3.1842 -1.7380 0.7184 1.07 0.61 0.33 0.26
H 2.4272 -2.2495 -0.9274 -0.16 -0.67 -0.41 0.44
H 2.3939 0.5825 1.6384 -0.90 1.25 0.08 0.22
H 3.2332 -1.1386 0.0821 0.20 0.32 0.10 0.42
H -0.9643 -0.8862 2.0451 0.51 -0.58 0.43 0.24
```
Positions in Å, forces in eV/Å.

The calculation puts the orbital gap at 0.4046 Eh. Its charge is +1.

# 3
Here is a cluster of 2 separate species, C7H15N2O3P in total at a distorted geometry from OMol25. Energies are from the ωB97M-V functional and the def2-TZVPD basis.

```
28
Properties=species:S:1:pos:R:3:forces:R:3:nbo_charge:R:1
P 1.3525 -0.8567 0.7934 -3.10 1.57 -0.03 2.36
O 2.7176 -0.3866 0.6686 0.99 0.36 0.35 -1.08
O 0.4900 -0.8756 -0.5923 1.18 0.82 1.26 -0.81
O 1.1319 -2.2948 1.3428 0.13 -1.29 -0.40 -0.82
N 0.9052 1.9701 2.9256 0.87 1.89 0.64 -0.02
N 0.5730 1.1017 2.3103 0.04 2.11 1.89 0.07
C -3.0352 2.3075 -2.0085 1.28 -1.24 1.98 -0.66
C 2.1476 -2.9884 2.0315 0.93 -1.12 0.39 -0.26
C -0.5861 2.1395 -1.2430 -2.20 0.91 -1.48 -0.39
C -1.5660 2.1813 -2.1735 1.88 -1.58 1.43 -0.16
C 0.1215 0.0599 1.8290 0.79 -3.30 -3.71 -0.42
C -1.3000 -0.2838 1.4541 0.35 3.24 0.30 -0.61
C 1.3384 -1.0438 -1.7204 2.15 0.74 -0.51 -0.29
H 2.0836 -2.7612 3.0695 -0.26 0.24 1.03 0.18
H 1.0515 -0.3728 -2.5481 -0.55 -0.70 0.30 0.20
H 1.2499 -2.1087 -1.8775 0.48 -0.16 -1.13 0.19
H -1.1196 -1.2765 1.5244 -1.02 -3.59 -0.31 0.23
H -3.3175 1.4771 -1.3184 -0.29 0.47 -0.69 0.22
H -0.6984 2.4452 -0.2466 -0.64 0.54 1.37 0.18
H -1.9657 0.0402 2.2584 -0.22 -0.04 -0.40 0.22
H -1.5545 0.0646 0.4229 -0.03 -0.33 0.99 0.24
H 1.9502 -4.0787 1.9455 0.31 0.77 -0.29 0.20
H -3.3132 3.2074 -1.5309 -0.64 1.12 0.12 0.22
H -3.3547 2.1411 -2.9859 -1.70 0.10 -1.23 0.22
H 2.4611 -0.7070 -1.5496 -2.26 -0.98 0.09 0.22
H 3.1885 -2.7031 1.7674 -0.81 -0.26 -0.49 0.21
H -1.3585 1.6753 -3.0995 0.68 0.36 -0.63 0.18
H 0.4068 1.9268 -1.4492 1.66 -0.66 -0.85 0.19
```
Positions in Å, forces in eV/Å.

The calculation puts the orbital gap at 0.3425 Eh.

# 4
Here is a cluster of 2 separate species, C7H15N2OS in total at a distorted geometry from OMol25. Energies are from the ωB97M-V functional and the def2-TZVPD basis.

```
26
Properties=species:S:1:pos:R:3:forces:R:3:nbo_charge:R:1
S -1.2339 -1.5789 -0.2481 -0.63 0.09 -0.31 0.41
O 2.0820 1.5414 -0.9511 -2.87 -0.68 -1.31 -0.51
N 0.0114 0.4287 -1.2303 -0.17 -0.57 -0.69 -0.42
N 0.7366 0.7001 3.3001 -0.04 0.46 1.74 -1.13
C -1.1274 0.5487 -2.2665 0.74 2.79 1.79 -0.21
C 0.1415 -0.5524 -0.3171 -1.12 -0.64 -1.12 0.29
C -1.1546 -2.7946 1.0971 2.81 3.55 3.07 -0.73
C -0.6465 1.4647 -3.3710 2.96 -2.18 -3.09 -0.42
C 1.2684 -0.8097 0.5345 -1.50 1.36 2.18 -0.76
C 1.0088 1.3899 -1.5426 2.83 1.08 0.74 0.71
C 0.4768 2.2552 -2.6681 -0.05 0.07 -0.35 -0.51
H -1.9489 1.0315 -1.7697 -0.55 -0.06 0.48 0.22
H 1.3042 2.6334 -3.2863 -0.42 -0.20 0.21 0.27
H 0.0408 1.2817 3.9237 2.06 -1.59 -1.55 0.40
H 0.7879 -0.2873 3.6954 0.03 1.97 -0.30 0.37
H -1.7466 -3.5602 0.8072 -1.84 -2.45 -1.00 0.25
H 0.9346 -0.2292 1.4740 0.18 -0.57 -0.47 0.35
H -1.3769 1.9521 -4.0458 0.02 0.30 1.41 0.27
H 1.7124 1.1412 3.3592 -2.03 -0.88 0.21 0.39
H 2.1415 -0.2976 0.3420 1.88 0.84 -1.06 0.29
H -0.1411 0.7800 -4.2810 -0.86 1.43 2.59 0.22
H 1.4124 -1.8167 0.8387 -0.06 -0.84 -0.04 0.25
H -1.3840 -0.3663 -2.5994 -0.89 -3.13 -0.94 0.22
H 0.0406 3.0897 -2.1316 -0.08 0.55 0.06 0.25
H -1.5460 -2.3223 2.0851 0.52 -0.74 -1.85 0.26
H -0.1107 -3.1265 1.3125 -0.91 0.06 -0.40 0.25
```
Positions in Å, forces in eV/Å.

The calculation puts the orbital gap at 0.3363 Eh. Its charge is +1.

# 5
Here is the ion C7H15N2OS with charge +1 at a distorted geometry from OMol25. Energies are from the ωB97M-V functional and the def2-TZVPD basis.

```
26
Properties=species:S:1:pos:R:3:forces:R:3:nbo_charge:R:1
S -2.3221 -0.5562 -0.2997 0.12 -0.27 0.61 1.47
O -3.0409 0.2857 -1.2194 -0.60 0.62 -1.03 -0.91
N -0.8403 0.4124 0.1228 0.14 -0.97 -0.01 -0.59
N 1.4662 0.2972 -0.4455 -2.21 -3.31 0.45 -0.33
C 0.2929 -0.2870 -0.1794 -0.84 2.23 0.81 0.57
C 0.3069 -1.8022 -0.1967 1.83 -0.22 -1.09 -0.48
C 2.5212 -0.7632 -0.5221 1.30 1.35 1.86 -0.21
C 1.6860 1.6869 -0.6366 1.33 -0.32 -1.42 -0.42
C -1.1572 1.8758 0.2815 0.78 0.87 1.08 -0.45
C 1.8687 -2.0756 -0.2061 -2.51 2.01 2.11 -0.40
C -3.0603 -0.2896 1.2961 -0.77 -2.49 0.11 -0.84
H 2.2050 -2.8294 -0.8103 0.45 -1.94 -1.57 0.24
H -1.8519 2.1523 1.1691 1.78 -0.93 -1.00 0.24
H 3.2733 -0.5306 0.3250 -0.71 -0.15 -1.85 0.23
H -0.1868 -2.3788 0.6255 0.11 0.92 -0.95 0.27
H -1.7958 2.1108 -0.5360 -0.17 0.46 -1.03 0.25
H -4.1609 -0.4317 1.3633 0.80 0.09 -0.56 0.28
H 1.6428 2.2119 0.2371 -0.20 1.20 2.71 0.21
H 1.9817 -2.3398 0.8136 1.11 -0.37 0.92 0.22
H -2.7703 0.6780 1.4984 0.10 1.84 1.11 0.23
H 0.0292 -2.1132 -1.2034 -0.98 -0.08 0.19 0.27
H 2.9415 -0.7858 -1.5114 0.52 0.36 -0.27 0.23
H 1.0491 2.2248 -1.3244 -0.06 -0.53 -0.66 0.24
H 2.7247 1.7366 -0.8837 0.59 0.45 -0.81 0.24
H -0.2262 2.5417 0.2967 -1.82 -1.21 0.12 0.24
H -2.5764 -1.0311 1.9456 -0.07 0.38 0.16 0.24
```
Positions in Å, forces in eV/Å.

The calculation puts the orbital gap at 0.3784 Eh. Its charge is +1.

# 6
Here is a cluster of 2 separate species, C7H15N2P in total at a distorted geometry from OMol25. Energies are from the ωB97M-V functional and the def2-TZVPD basis.

```
25
Properties=species:S:1:pos:R:3:forces:R:3:nbo_charge:R:1
P 0.5578 -1.1572 0.2947 -0.60 2.01 -0.43 1.34
N 0.3042 0.0250 1.5170 -1.71 -1.75 -0.10 -0.78
N 1.7434 -0.2802 -0.5194 -1.20 0.01 1.03 -0.79
C 1.3796 0.4277 2.3775 0.51 1.33 1.54 -0.42
C -3.9313 0.1060 -2.2826 0.40 -0.41 0.65 -0.69
C -2.7486 -0.2998 -1.5549 -0.86 0.67 -0.34 -0.19
C -0.9345 -0.2267 2.2778 1.23 -0.60 0.11 -0.43
C 2.7571 -1.0418 -1.2502 -1.58 -1.69 -1.16 -0.42
C 1.3382 1.1290 -0.9379 0.07 -0.88 3.54 -0.41
C -1.7649 -0.4806 -0.9046 4.03 -1.13 2.13 -0.37
H 1.9971 1.3024 -1.7006 0.92 0.99 -2.51 0.20
H -4.6447 0.5009 -1.5574 -0.68 -0.86 -0.15 0.23
H 3.8088 -0.9387 -0.9276 -0.58 0.55 -0.28 0.21
H 1.0764 1.4333 2.9728 0.99 -1.83 -1.87 0.20
H -0.9815 0.5180 3.0103 -0.53 1.50 0.91 0.20
H 2.5187 -2.1653 -1.1021 0.35 1.65 -0.11 0.21
H -3.6860 1.0084 -2.7976 0.18 0.31 -1.24 0.22
H -4.1669 -0.7763 -2.8978 -0.91 0.89 -0.05 0.23
H 2.5280 -0.8704 -2.3414 1.08 -0.10 0.85 0.20
H 1.4893 1.9273 -0.1500 0.32 -1.13 -0.53 0.20
H 0.2666 1.1214 -1.0622 -0.27 0.00 -0.95 0.25
H -1.0045 -1.1357 2.8593 0.81 -0.81 0.19 0.18
H -1.7867 -0.2983 1.6790 -1.25 0.58 -1.33 0.24
H 2.3037 0.4272 1.7618 -0.45 0.77 0.66 0.22
H 1.5808 -0.2553 3.2360 -0.27 -0.07 -0.56 0.18
```
Positions in Å, forces in eV/Å.

The calculation puts the orbital gap at 0.3054 Eh.

- Which of these has the lowest orbital gap?
  C7H15N2

Copy entry 4 word for word.
Here is a cluster of 2 separate species, C7H15N2OS in total at a distorted geometry from OMol25. Energies are from the ωB97M-V functional and the def2-TZVPD basis.

```
26
Properties=species:S:1:pos:R:3:forces:R:3:nbo_charge:R:1
S -1.2339 -1.5789 -0.2481 -0.63 0.09 -0.31 0.41
O 2.0820 1.5414 -0.9511 -2.87 -0.68 -1.31 -0.51
N 0.0114 0.4287 -1.2303 -0.17 -0.57 -0.69 -0.42
N 0.7366 0.7001 3.3001 -0.04 0.46 1.74 -1.13
C -1.1274 0.5487 -2.2665 0.74 2.79 1.79 -0.21
C 0.1415 -0.5524 -0.3171 -1.12 -0.64 -1.12 0.29
C -1.1546 -2.7946 1.0971 2.81 3.55 3.07 -0.73
C -0.6465 1.4647 -3.3710 2.96 -2.18 -3.09 -0.42
C 1.2684 -0.8097 0.5345 -1.50 1.36 2.18 -0.76
C 1.0088 1.3899 -1.5426 2.83 1.08 0.74 0.71
C 0.4768 2.2552 -2.6681 -0.05 0.07 -0.35 -0.51
H -1.9489 1.0315 -1.7697 -0.55 -0.06 0.48 0.22
H 1.3042 2.6334 -3.2863 -0.42 -0.20 0.21 0.27
H 0.0408 1.2817 3.9237 2.06 -1.59 -1.55 0.40
H 0.7879 -0.2873 3.6954 0.03 1.97 -0.30 0.37
H -1.7466 -3.5602 0.8072 -1.84 -2.45 -1.00 0.25
H 0.9346 -0.2292 1.4740 0.18 -0.57 -0.47 0.35
H -1.3769 1.9521 -4.0458 0.02 0.30 1.41 0.27
H 1.7124 1.1412 3.3592 -2.03 -0.88 0.21 0.39
H 2.1415 -0.2976 0.3420 1.88 0.84 -1.06 0.29
H -0.1411 0.7800 -4.2810 -0.86 1.43 2.59 0.22
H 1.4124 -1.8167 0.8387 -0.06 -0.84 -0.04 0.25
H -1.3840 -0.3663 -2.5994 -0.89 -3.13 -0.94 0.22
H 0.0406 3.0897 -2.1316 -0.08 0.55 0.06 0.25
H -1.5460 -2.3223 2.0851 0.52 -0.74 -1.85 0.26
H -0.1107 -3.1265 1.3125 -0.91 0.06 -0.40 0.25
```
Positions in Å, forces in eV/Å.

The calculation puts the orbital gap at 0.3363 Eh. Its charge is +1.

- The highest orbital gap belongs to which entry?
  C7H15N2O

- The lowest orbital gap belongs to which entry?
  C7H15N2